[1]
Molecular formula: C3H5NOS3
Method: DFT, ωB97M-V/def2-TZVPD

Structure (XYZ):
```
13
Properties=species:S:1:pos:R:3:forces:R:3
C 0.5756 -0.4106 0.4007 0.888 -0.853 -0.586
C 0.8671 2.2552 -1.7067 0.723 2.333 -1.120
N 1.4109 0.0080 -0.6719 -2.186 -1.142 1.324
S 1.2883 -1.2944 1.6964 -0.970 1.530 -1.858
S 1.1248 0.5679 -2.2520 -0.484 0.371 2.425
S -1.1216 -0.0392 0.1750 -0.177 -2.426 1.908
H -2.9912 -1.2518 1.1385 1.194 0.247 1.507
H -1.8847 -2.6474 0.8031 0.882 3.791 2.065
O 1.1801 2.8179 -0.6839 -0.606 -1.637 -0.729
H -1.3772 -1.3936 2.5741 -1.949 -0.120 -3.862
H 2.3034 -0.0429 -0.2965 2.421 0.017 -0.055
C -1.9019 -1.4468 1.4052 0.400 -1.661 -1.447
H 0.5264 2.8778 -2.5819 -0.135 -0.449 0.428
```
Positions in Å, forces in eV/Å.

Results
**Frontier orbital gap**: 8.53 eV
**Total charge**: 0
**E_LUMO**: -0.2029 eV
**Energy above the lowest of the compared OMol25 structures with the same formula, charge and spin**: 293.0 kJ/mol
**E_HOMO**: -8.728 eV
**Energy**: -39232.2131 eV

---

[2]
Molecular formula: C3H9S2
Method: DFT, ωB97M-V/def2-TZVPD

Structure (XYZ):
```
14
Properties=species:S:1:pos:R:3:forces:R:3
H 2.5267 -1.5079 -0.9205 0.164 0.124 0.051
H 1.4761 -0.1004 -1.1001 -0.179 0.085 0.186
H -2.1956 2.6780 -1.0393 -0.246 -0.082 -0.002
H -2.7381 1.6591 0.3432 -0.213 0.062 -0.218
H 2.5770 -0.2018 0.2929 0.025 0.053 -0.077
H -1.3623 -2.1933 0.0492 -0.001 0.062 -0.052
H 1.3520 -2.1217 1.2221 -0.028 -0.092 -0.070
C 1.9257 -0.7712 -0.3719 0.255 -0.574 -0.230
H 0.2328 -0.7598 0.9187 0.115 0.072 0.062
S -0.3304 1.6526 0.1250 -0.078 0.215 0.073
S -0.2266 -2.5021 -0.5866 0.143 -0.238 0.008
C -2.0036 2.3872 -0.0052 0.349 -0.047 0.206
C 0.8865 -1.4999 0.4563 -0.373 0.351 0.068
H -2.1204 3.2811 0.6162 0.067 0.008 -0.007
```
Positions in Å, forces in eV/Å.

Results
**Frontier orbital gap**: 5.72 eV
**Total charge**: -1
**E_LUMO**: 3.3924 eV
**Energy above the lowest of the compared OMol25 structures with the same formula, charge and spin**: 70.4 kJ/mol
**E_HOMO**: -2.327 eV
**Energy**: -24928.0176 eV

---

[3]
Molecular formula: C45H35Cl2MoN4O2P2S
Method: DFT, ωB97M-V/def2-TZVPD

Structure (XYZ):
```
92
Properties=species:S:1:pos:R:3:forces:R:3
H -6.6501 0.8023 0.7675 -0.003 -0.001 0.003
C 3.2183 -1.9727 0.1956 -0.023 0.076 -0.010
C -5.2241 -0.1779 -0.4983 -0.060 0.002 -0.055
H 2.8205 -2.0585 1.2006 0.025 -0.041 0.006
C 0.9509 3.5053 -3.5920 0.044 -0.049 -0.069
C -1.4950 -2.9999 -0.4592 0.014 -0.008 -0.084
P 1.9294 0.4600 0.1870 0.667 0.420 0.198
C -4.2294 2.8312 -2.1083 -0.115 0.059 -0.128
C -3.5572 -0.1881 1.7212 0.050 -0.081 -0.049
N 0.6604 1.5975 -2.4921 0.272 0.120 -0.922
H -5.6352 4.2773 -1.3855 -0.008 0.005 0.003
C 4.4170 -2.9148 -1.6593 0.046 -0.028 -0.024
C -4.8240 0.3687 1.8052 -0.015 0.042 0.035
H -2.9009 -0.1716 2.5822 -0.044 -0.015 0.042
C 1.3732 0.3248 2.9472 0.492 -0.025 -0.219
H 0.6487 -3.1162 -0.3548 0.062 0.009 -0.125
Mo -0.1941 0.2566 -1.0243 -1.036 3.025 4.129
H 4.9946 1.1826 3.9583 -0.006 0.026 0.006
C 3.0308 -0.7914 -0.5247 -0.037 -0.099 0.000
C 2.6318 2.1233 -0.1285 -0.023 0.004 -0.162
H 4.9477 -3.7452 -2.1061 0.017 0.010 0.003
C -2.3631 2.2989 -0.6041 -1.220 0.479 -0.533
N -0.0450 -1.0456 -2.2959 0.144 -3.246 -4.117
C -1.1373 -2.0090 2.0763 0.290 0.383 -0.012
C 4.2407 -1.7408 -2.3760 0.004 -0.003 0.010
C -3.0714 2.1440 -1.8237 0.377 -0.016 0.399
C 3.9739 0.9719 3.6702 0.085 0.037 -0.075
H 1.9792 2.6053 -5.3206 0.002 0.031 0.007
C -3.9606 -0.7398 -0.5866 0.036 -0.052 0.109
H -0.0105 3.3472 -1.7086 0.008 -0.031 0.112
C -0.6550 -3.0546 4.6003 0.022 0.036 -0.031
H 0.8897 4.5681 -3.7496 -0.051 0.011 0.069
H 4.5415 1.5471 -0.9368 -0.004 0.009 -0.027
C 3.5201 4.7389 -0.4776 0.034 0.022 -0.001
C 3.5468 -0.6820 -1.8140 0.008 -0.011 0.050
P -1.4159 -1.3737 0.3813 -0.472 -1.017 0.275
C 3.9148 -3.0280 -0.3708 -0.040 -0.032 0.006
H 1.5565 0.3192 -3.8914 0.046 0.009 0.038
C -3.1259 -0.7667 0.5297 -0.017 0.102 -0.143
C -5.6607 0.3693 0.6991 0.008 0.043 0.002
C -0.2575 -3.6017 -0.7038 -0.106 -0.041 0.086
H -0.4504 -3.4562 5.5836 0.008 -0.018 -0.001
H 0.8700 0.6968 5.0005 -0.002 -0.059 -0.006
C -0.1811 -4.8136 -1.3695 0.043 -0.002 0.037
C -2.9161 3.2141 0.3123 0.378 -0.327 -0.045
Cl -2.1027 3.4201 1.8241 -0.021 0.050 0.048
C 2.2741 4.5005 0.0884 -0.026 -0.002 0.031
H -5.8705 -0.1599 -1.3666 0.009 -0.038 -0.010
S 0.0480 -1.9742 -3.5040 0.912 1.239 1.220
O 0.1393 -0.1035 2.5185 -0.196 0.243 0.499
H 5.3042 3.8575 -1.2727 0.007 -0.004 0.011
C -1.3448 -5.4484 -1.7861 -0.003 -0.014 0.006
C -0.3354 -1.3127 2.9799 -0.160 -0.426 -0.207
C 1.2872 1.3306 -3.6371 0.008 0.160 -0.011
H -3.6183 -1.1646 -1.5212 -0.040 0.043 -0.048
H 4.6284 -1.6557 -3.3819 0.003 0.005 -0.001
C 2.3566 0.4414 1.9685 -0.497 -0.173 -0.002
H 4.4313 0.8227 1.5827 0.023 0.032 0.020
C -2.6557 -3.6680 -0.8323 0.048 0.118 -0.015
H 4.0615 -3.9403 0.1927 -0.002 0.003 0.002
C -0.0767 -1.8504 4.2348 0.124 0.140 0.071
N 0.4566 2.9185 -2.4895 0.031 0.111 -0.078
C -4.0724 3.9139 0.0355 -0.152 0.103 -0.004
H -2.3481 -3.7484 1.7696 0.000 -0.035 0.035
H -4.4677 4.5995 0.7723 0.040 0.003 0.014
H 3.8694 5.7543 -0.6111 -0.009 0.000 -0.025
H -1.9363 -4.6730 4.0182 -0.024 0.009 -0.008
H -5.1601 0.8005 2.7390 0.019 0.018 0.000
Cl -2.3912 1.0199 -2.9536 -0.399 0.082 -0.225
H 3.4105 0.2293 -2.3791 -0.053 0.001 -0.052
C -1.4869 -3.7338 3.7262 -0.068 -0.092 0.006
C 4.3265 3.6742 -0.8468 0.027 0.037 -0.002
N -1.2525 1.5686 -0.3905 1.392 -0.885 -0.293
C 3.6619 0.7548 2.3412 -0.040 -0.084 0.087
H 3.1879 1.2073 5.6509 -0.006 0.004 0.006
H 0.7830 -5.2639 -1.5705 0.005 0.028 0.021
H 1.6471 5.3305 0.3897 0.012 -0.016 0.050
H 0.5760 -1.3507 4.9308 -0.022 -0.016 0.010
C -4.7283 3.7287 -1.1744 0.121 -0.127 0.072
C 1.6616 0.6547 4.2655 -0.159 0.136 0.026
C 1.4969 2.5079 -4.3646 0.037 -0.050 -0.037
C -2.5777 -4.8890 -1.4917 -0.026 -0.016 -0.069
H -4.7417 2.6604 -3.0452 0.031 0.030 -0.014
C -1.7197 -3.2123 2.4672 0.029 0.059 0.076
C 3.8899 2.3677 -0.6666 -0.075 -0.041 -0.037
O 1.4242 -2.1653 -3.9644 -0.751 -0.314 -0.008
H 0.8695 3.0052 0.7272 -0.039 0.055 -0.056
H -3.6244 -3.2425 -0.6053 -0.004 -0.041 -0.021
C 1.8335 3.1995 0.2646 0.038 -0.074 0.062
H -1.2849 -6.3809 -2.3312 -0.021 -0.029 0.043
H -3.4874 -5.4003 -1.7779 -0.001 0.008 -0.018
C 2.9624 0.9672 4.6206 -0.023 -0.004 0.038
```
Positions in Å, forces in eV/Å.

Results
**Frontier orbital gap**: 6.22 eV
**Total charge**: +1
**E_LUMO**: -3.8860 eV
**E_HOMO**: -10.106 eV
**Energy**: -113597.4403 eV